Record 1
14
Properties=species:S:1:pos:R:3:forces:R:3:lowdin_charge:R:1 method="wB97M-V/def2-TZVPD" e_tot_ha=-265.85354 total_charge=+2 fmax_ev_per_a=3.78 relative_energy_kj_mol=317.49
C 1.262 -1.378 0.016 -0.1 0.3 2.7 0.343
C -0.118 1.179 -0.176 -0.6 0.8 0.7 0.011
C 1.865 -0.116 0.004 2.1 0.7 1.5 0.009
C -2.169 -0.135 0.046 -3.1 -1.9 0.4 -0.032
N 1.304 1.058 -0.054 -0.5 0.0 -0.5 0.173
N -0.834 0.158 0.092 2.8 1.5 0.4 0.118
H 0.709 -1.845 -0.685 -1.8 -0.9 -3.2 0.084
H -0.459 2.277 -0.300 0.1 -1.9 0.0 0.226
H 2.938 -0.102 0.337 -0.7 0.0 -0.6 0.208
H 1.482 -2.154 0.789 0.3 1.1 0.0 0.171
H -2.875 0.553 -0.408 0.4 1.1 -0.4 0.133
H -2.733 -0.467 0.997 1.8 0.3 -1.0 0.172
H -2.249 -0.968 -0.680 -0.1 -0.2 0.2 0.150
H 1.878 1.938 0.021 -0.6 -1.0 -0.2 0.233

***

Record 2
16
Properties=species:S:1:pos:R:3:forces:R:3:lowdin_charge:R:1 method="wB97M-V/def2-TZVPD" e_tot_ha=-325.76433 fmax_ev_per_a=2.09 relative_energy_kj_mol=454.80
C 0.674 1.603 1.111 -0.2 1.4 0.7 -0.048
C 1.441 -0.524 1.383 0.7 -1.3 0.8 -0.098
N 1.159 0.666 1.915 -0.5 0.0 -2.0 -0.138
H 1.319 0.851 2.903 -0.2 0.0 -0.2 0.157
H 0.617 2.631 1.417 0.2 0.1 0.4 0.045
H 0.236 1.374 0.156 0.2 -0.5 0.0 0.043
H 1.542 -1.382 2.025 0.1 0.1 0.2 0.039
H 1.740 -0.613 0.351 -0.3 0.3 0.0 0.052
C -1.481 -1.036 -0.319 0.9 0.5 1.0 -0.313
C -0.726 -0.904 -1.577 -0.3 0.0 -0.7 -0.152
C -0.965 0.087 -2.432 0.1 -0.1 0.2 0.045
O -2.243 -0.208 0.118 -0.3 -0.1 -0.2 0.036
H -1.152 -1.878 0.316 -0.4 -0.3 -0.1 0.106
H -0.016 -1.690 -1.800 0.1 0.0 0.0 0.093
H -0.461 0.166 -3.383 0.1 0.0 0.0 0.061
H -1.684 0.855 -2.183 -0.1 0.0 0.0 0.072

***

Record 3
43
Properties=species:S:1:pos:R:3:forces:R:3:lowdin_spin:R:1 method="wB97M-V/def2-TZVPD" e_tot_ha=-1088.62631 total_charge=+4 fmax_ev_per_a=0.76 multiplicity=5
Pt -1.825 1.058 2.010 -0.1 -0.1 0.2 0.926
C -5.152 -0.153 4.372 -0.1 -0.1 -0.1 0.068
C -4.527 0.943 3.636 0.0 0.1 -0.1 0.239
C -3.134 1.291 3.858 0.1 0.0 -0.1 0.079
C -2.644 2.521 3.393 -0.2 0.3 0.1 0.082
C -3.507 3.358 2.583 0.0 0.0 0.1 0.268
C -4.811 2.965 2.276 0.0 -0.1 0.0 0.032
C -5.311 1.779 2.780 0.1 0.0 0.0 0.135
H -5.849 0.290 5.109 0.0 0.0 0.0 0.032
H -4.454 -0.790 4.907 0.0 0.0 0.0 0.001
H -5.820 -0.738 3.729 0.0 0.0 0.0 0.018
H -2.602 0.755 4.637 0.0 0.0 0.0 0.007
H -1.771 2.971 3.859 0.1 0.0 -0.1 0.009
H -3.129 4.311 2.227 0.0 0.0 0.0 0.011
H -5.440 3.608 1.673 0.0 0.0 0.0 -0.002
H -6.334 1.489 2.569 0.0 0.0 0.0 0.002
C 1.417 -0.401 1.736 0.0 0.0 0.0 0.056
C 0.605 -0.290 0.528 -0.2 0.0 -0.1 0.249
N -0.659 0.236 0.450 0.3 -0.2 -0.1 0.072
C -1.061 0.101 -0.812 0.1 -0.1 -0.2 0.303
C -0.019 -0.548 -1.572 -0.3 0.2 0.1 0.300
N 0.983 -0.753 -0.724 0.2 -0.1 0.1 0.056
C 2.226 -1.574 -1.007 -0.1 -0.1 0.0 0.007
N 2.515 -1.640 -2.408 0.0 0.1 0.1 0.096
N 1.662 -2.482 -3.147 0.0 0.0 -0.5 -0.027
N 2.126 -2.620 -4.310 -0.1 0.1 0.6 0.041
C 3.316 -1.915 -4.387 0.3 -0.1 -0.7 0.017
C 4.222 -1.848 -5.438 -0.1 0.0 0.2 0.251
C 5.403 -1.041 -5.244 -0.1 -0.2 -0.2 0.242
C 5.660 -0.414 -4.032 -0.2 0.1 0.4 -0.002
C 4.757 -0.497 -2.977 0.2 0.0 -0.2 0.236
C 3.574 -1.287 -3.177 -0.1 0.1 0.3 0.111
H 1.059 0.276 2.509 0.0 0.0 0.0 0.010
H 2.474 -0.202 1.545 0.0 0.0 0.0 0.010
H 1.353 -1.430 2.126 0.0 0.0 0.0 0.024
H -2.025 0.426 -1.180 0.0 0.0 0.0 0.013
H -0.016 -0.864 -2.608 0.0 0.0 0.0 0.009
H 1.991 -2.581 -0.662 0.1 0.0 0.1 0.002
H 3.066 -1.176 -0.444 0.0 0.2 0.0 0.000
H 4.068 -2.415 -6.350 0.0 0.1 -0.1 0.008
H 6.095 -0.927 -6.070 0.0 -0.1 0.0 0.008
H 6.564 0.168 -3.907 0.0 0.0 0.0 -0.004
H 4.952 0.041 -2.057 0.0 -0.1 0.0 0.009

***

Record 4
69
Properties=species:S:1:pos:R:3:forces:R:3:lowdin_charge:R:1 method="wB97M-V/def2-TZVPD" e_tot_ha=-3131.68889 total_charge=+1 fmax_ev_per_a=1.28 relative_energy_kj_mol=0.00
Zr -0.133 -0.053 0.065 0.2 0.0 1.3 1.706
Cl 2.791 0.676 -6.404 0.0 0.0 0.0 0.726
C 1.927 0.921 -4.924 0.0 0.0 0.0 -0.604
C 1.216 2.066 -4.735 0.0 0.0 0.0 -0.164
C 0.492 2.284 -3.540 0.0 -0.1 -0.3 -0.627
I -0.700 3.980 -3.435 -0.1 0.0 0.0 1.003
C 0.490 1.364 -2.520 0.1 0.0 0.1 -0.416
O -0.134 1.502 -1.366 0.2 0.1 -0.1 -0.293
C 1.249 0.170 -2.728 0.1 -0.1 0.0 -0.139
N 1.232 -0.730 -1.702 -0.2 0.2 -0.1 -0.024
C 1.855 -1.882 -1.841 0.0 0.0 0.0 -0.136
C 2.563 -2.218 -3.002 0.0 0.0 0.0 -0.010
C 2.620 -1.319 -4.030 0.0 0.0 0.0 0.012
C 1.952 -0.082 -3.917 0.0 0.1 -0.1 -0.155
H 1.194 2.814 -5.515 0.0 0.0 0.0 0.096
H 1.799 -2.558 -0.997 0.0 0.0 0.0 0.090
H 3.057 -3.177 -3.064 0.0 0.0 0.0 0.118
H 3.165 -1.544 -4.937 0.0 0.0 0.0 0.102
O -1.548 -0.721 -1.559 -0.1 -0.1 0.0 -0.088
C -2.705 -0.369 -1.805 0.0 0.0 0.1 -0.114
C -3.547 0.445 -0.977 0.0 0.0 -0.1 -0.102
C -4.826 0.748 -1.465 0.0 0.0 0.1 0.066
C -5.667 1.518 -0.710 0.0 0.1 -0.1 -0.136
C -5.282 2.007 0.541 0.1 0.0 0.0 0.033
C -4.038 1.710 1.035 -0.1 0.0 0.0 0.024
C -3.134 0.921 0.295 0.1 0.0 0.0 -0.301
O -1.963 0.649 0.796 0.1 0.0 -0.2 -0.212
N -7.003 1.841 -1.228 -0.1 -0.4 0.2 -0.357
O -7.330 1.338 -2.282 0.0 0.1 -0.1 0.088
O -7.710 2.546 -0.539 0.0 0.2 0.0 0.089
H -3.149 -0.721 -2.746 0.0 0.0 0.0 0.152
H -5.154 0.384 -2.430 0.0 0.0 0.0 0.135
H -5.978 2.614 1.101 0.0 0.0 0.0 0.128
H -3.721 2.078 2.001 0.0 0.0 0.0 0.123
C -0.127 -1.283 5.778 0.0 0.0 0.0 0.008
C 0.942 -1.369 4.757 0.0 -0.1 0.0 -0.320
N 2.116 -1.879 4.927 0.0 0.0 0.0 0.142
N 2.727 -1.741 3.714 0.0 0.0 0.0 0.039
C 1.968 -1.145 2.790 0.1 0.0 -0.1 -0.718
S 2.393 -0.811 1.196 -0.1 0.1 0.0 0.690
N 0.812 -0.895 3.463 0.0 0.0 0.0 -0.063
N -0.299 -0.307 2.873 0.0 -0.2 -0.2 0.086
H 0.262 -1.664 6.718 0.0 0.0 0.0 0.094
H -0.994 -1.878 5.487 0.0 0.0 0.0 0.088
H -0.452 -0.252 5.926 0.0 0.0 0.0 0.088
H 3.668 -2.072 3.576 0.0 0.0 0.0 0.161
H -0.978 -1.027 2.631 0.0 0.0 0.1 0.083
H -0.701 0.391 3.487 0.1 0.1 -0.1 0.121
C -1.380 -3.749 1.872 0.0 0.0 0.0 -0.049
C -1.350 -3.012 0.540 0.0 0.0 0.0 -0.514
C -0.895 -3.924 -0.586 0.0 0.0 0.0 -0.049
O -0.488 -1.896 0.665 -0.2 0.0 -0.3 -0.447
H -1.898 -4.704 1.783 0.0 0.0 0.0 0.087
H -1.891 -3.169 2.645 0.0 0.0 0.0 0.070
H -0.357 -3.943 2.201 0.0 0.0 0.0 0.086
H -2.360 -2.639 0.319 0.0 -0.1 -0.1 0.134
H 0.028 -4.439 -0.308 0.0 0.0 0.0 0.087
H -0.715 -3.358 -1.500 -0.1 0.0 0.0 0.066
H -1.652 -4.682 -0.794 0.0 0.0 0.0 0.088
N 0.007 4.756 -0.078 0.1 0.0 0.2 0.183
C 0.247 5.009 1.213 0.1 0.0 0.0 -0.476
N 0.149 6.266 1.658 0.0 0.0 0.0 0.187
N 0.571 4.075 2.110 0.0 0.0 -0.2 0.125
C 0.644 2.867 1.642 -0.1 0.2 -0.1 -0.294
N 0.702 1.794 1.208 -0.1 -0.1 0.0 0.041
H -0.202 5.491 -0.731 0.0 0.0 0.0 0.070
H 0.102 3.822 -0.457 -0.1 0.0 0.0 0.053
H 0.014 7.043 1.037 0.0 0.0 0.0 0.119
H 0.396 6.445 2.616 0.0 0.0 0.0 0.122

***

Record 5
31
Properties=species:S:1:pos:R:3:forces:R:3:lowdin_spin:R:1 method="wB97M-V/def2-TZVPD" e_tot_ha=-2368.00007 fmax_ev_per_a=3.93 relative_energy_kj_mol=0.00 multiplicity=6
Lu -0.963 -0.024 0.120 -1.1 1.3 0.8 0.553
Cl -0.568 -2.314 0.802 0.5 -0.6 0.5 0.058
C 1.468 0.181 -0.765 0.0 -0.3 -0.7 0.041
H 1.812 0.975 -1.438 -0.1 -0.2 -0.1 0.002
H 0.549 -0.210 -1.290 1.1 0.4 0.1 0.019
H 2.161 -0.663 -0.856 0.0 0.1 0.1 0.003
Ir -2.523 -1.211 -1.674 -2.3 -1.7 -1.0 2.187
C -1.972 -3.048 -2.236 0.4 -2.1 -0.3 0.349
C -3.472 -0.393 -0.010 -0.5 -0.1 1.2 0.313
C -1.614 0.366 -2.151 1.8 3.0 -1.8 0.693
H -3.289 0.671 0.268 -0.2 -0.4 0.0 0.082
H -4.474 -0.452 -0.470 0.0 0.2 0.2 0.043
H -3.449 -1.049 0.878 -0.3 0.4 -0.1 0.032
H -0.944 -3.004 -2.657 -0.5 -0.1 0.1 0.047
H -1.964 -3.741 -1.368 -0.1 0.2 -0.6 0.045
H -2.679 -3.408 -3.014 0.4 0.1 0.3 0.053
H -0.830 0.345 -2.937 -0.4 0.3 0.2 0.077
H -1.867 1.420 -1.844 0.2 -0.6 -0.2 0.105
C 2.218 2.731 0.755 0.0 0.0 0.0 0.013
Si 1.780 0.922 0.966 0.3 0.3 0.6 0.033
C 3.185 -0.034 1.750 0.0 -0.1 0.0 0.005
C 0.258 0.834 2.100 0.2 -0.4 0.8 0.120
H 2.924 2.884 -0.073 -0.1 0.0 0.2 0.001
H 2.676 3.122 1.674 -0.1 -0.1 -0.2 0.001
H 1.317 3.325 0.547 0.2 -0.1 0.0 0.013
H 3.510 0.475 2.667 -0.1 -0.1 -0.2 0.001
H 2.872 -1.053 2.019 0.0 0.2 -0.1 0.001
H 4.051 -0.113 1.078 -0.2 0.1 0.1 0.001
H 0.536 1.128 3.120 0.1 0.0 -0.3 0.002
H -0.559 1.541 1.818 0.1 -0.2 -0.1 0.101
H -0.149 -0.202 2.221 0.4 0.5 0.3 0.007

***

Record 6
60
Properties=species:S:1:pos:R:3:forces:R:3:lowdin_charge:R:1 method="wB97M-V/def2-TZVPD" e_tot_ha=-1984.75136 fmax_ev_per_a=0.48 relative_energy_kj_mol=56.36
Ir 0.190 -0.868 -0.406 0.4 0.1 0.2 1.211
S 1.793 -1.066 3.795 0.0 0.0 0.0 1.133
C 0.072 -0.945 4.000 0.0 0.0 0.0 -0.460
C -0.651 -0.855 5.183 0.0 0.0 0.0 -0.086
C -2.029 -0.926 5.110 0.0 0.0 0.0 -0.084
C -2.665 -1.124 3.881 0.0 0.0 0.0 -0.068
C -1.944 -1.195 2.706 0.0 0.0 0.0 -0.029
C -0.561 -1.049 2.757 0.0 0.0 0.0 -0.288
N 0.324 -1.117 1.681 0.0 0.0 -0.1 -0.053
C 1.568 -1.234 2.090 0.0 0.0 0.0 -0.531
C 2.589 -1.633 1.138 -0.1 0.0 -0.1 -0.282
C 3.868 -2.023 1.527 0.0 0.0 0.0 -0.056
C 4.709 -2.599 0.593 0.0 0.0 0.0 -0.094
C 4.230 -2.816 -0.693 0.0 0.0 0.0 -0.088
C 2.952 -2.412 -1.062 0.0 0.0 0.0 -0.124
C 2.089 -1.752 -0.179 -0.1 0.0 0.1 -0.224
H -0.147 -0.759 6.135 0.0 0.0 0.0 0.109
H -2.617 -0.864 6.016 0.0 0.0 0.0 0.104
H -3.741 -1.236 3.849 0.0 0.0 0.0 0.107
H -2.428 -1.385 1.762 0.0 0.0 0.0 0.096
H 4.195 -1.907 2.555 0.0 0.0 0.0 0.096
H 5.707 -2.911 0.870 0.0 0.0 0.0 0.099
H 4.861 -3.315 -1.420 0.0 0.0 0.0 0.100
H 2.628 -2.645 -2.071 0.0 0.0 0.0 0.082
C 1.257 -0.625 -4.570 0.0 0.0 0.0 -0.047
C 0.020 -0.626 -5.197 0.0 0.0 0.0 -0.053
C -1.120 -0.596 -4.422 0.0 0.0 0.0 -0.002
C -1.022 -0.592 -3.033 0.0 0.0 0.0 -0.198
N 0.190 -0.679 -2.436 -0.1 0.0 -0.1 -0.061
C 1.294 -0.654 -3.193 0.0 0.0 0.0 -0.123
C -2.142 -0.367 -2.107 0.0 0.0 0.0 -0.212
C -3.442 -0.189 -2.583 0.0 0.0 0.0 -0.044
C -4.435 0.253 -1.730 0.0 0.0 0.0 -0.090
C -4.102 0.545 -0.413 0.0 0.0 0.0 -0.086
C -2.815 0.325 0.053 0.0 -0.1 0.1 -0.164
C -1.782 -0.180 -0.750 0.0 0.0 -0.2 -0.219
H 2.182 -0.607 -5.128 0.0 0.0 0.0 0.109
H -0.053 -0.624 -6.277 0.0 0.0 0.0 0.111
H -2.093 -0.547 -4.885 0.0 0.0 0.0 0.105
H 2.229 -0.659 -2.655 0.0 0.0 0.0 0.093
H -3.688 -0.380 -3.620 0.0 0.0 0.0 0.097
H -5.444 0.400 -2.091 0.0 0.0 0.0 0.100
H -4.855 0.948 0.254 0.0 0.0 0.0 0.103
H -2.613 0.585 1.083 0.0 0.0 0.0 0.062
C -0.275 2.327 1.944 0.0 0.0 0.0 -0.161
Si 0.398 2.462 0.195 0.0 0.0 0.0 0.440
C 1.728 3.799 0.223 0.0 0.0 0.0 -0.190
C -0.901 3.021 -1.038 0.0 0.0 0.0 -0.165
C 1.283 0.888 -0.301 -0.3 -0.1 0.1 -0.331
H -0.549 3.309 2.335 0.0 0.0 0.0 0.034
H 0.491 1.911 2.605 0.0 0.0 0.0 0.029
H -1.152 1.683 2.007 0.0 0.0 0.0 0.004
H 1.310 4.759 0.537 0.0 0.0 0.0 0.027
H 2.169 3.937 -0.767 0.0 0.0 0.0 0.028
H 2.536 3.544 0.914 0.0 0.0 0.0 0.028
H -1.152 4.072 -0.873 0.0 0.0 0.0 0.031
H -1.819 2.436 -0.984 0.1 0.1 0.0 0.007
H -0.507 2.933 -2.055 0.0 0.0 0.0 0.035
H 2.109 0.770 0.412 0.0 -0.1 0.0 0.022
H 1.772 1.059 -1.268 0.0 0.0 0.0 0.018